5 unconnected molecules or ions with the total composition C20H37Cl2O6 in a non-equilibrium geometry, computed with ωB97M-V/def2-TZVPD.

The value obtained for the largest force on an atom is 5.85 eV/Å. The calculation puts the HOMO energy at -4.06 eV. The molar mass comes out at 444.416 g/mol. For the electronic energy, the calculation gives -2156.04137 Eh. For the frontier orbital gap, the calculation gives 6.03 eV. The LUMO energy comes out at 1.970 eV. Its net charge is -1.

Each line ends with the Löwdin charge.
Atoms and positions in Å:
1 C -6.01183 -5.99763 1.75783  -0.198
2 C -4.46832 -6.29803 1.46098  -0.656
3 Cl -4.31926 -6.43411 -0.39669  0.478
4 C -3.43398 -5.25511 2.09757  -0.579
5 Cl -4.16919 -3.66830 2.65227  0.535
6 C -2.54908 -5.89114 3.30883  -0.626
7 O -1.34555 -6.28882 3.08564  -0.115
8 O -3.05456 -5.97079 4.58796  -0.225
9 H -6.35125 -4.93746 1.51285  0.053
10 H -6.25777 -6.32651 2.83192  0.091
11 H -6.63444 -6.69218 1.07171  0.062
12 H -4.25673 -7.35065 1.88138  0.120
13 H -2.65895 -4.98490 1.28612  0.087
14 C -2.38787 -1.43912 -2.31223  -0.179
15 C -2.03041 -2.60646 -3.20409  -0.183
16 C -1.64430 -3.66780 -2.19217  -0.205
17 O -2.41897 -3.41833 -1.01302  -0.159
18 C -3.03946 -2.13201 -1.13213  -0.202
19 H -3.04089 -0.70534 -2.78921  0.111
20 H -1.47601 -0.92694 -1.98776  0.095
21 H -2.91399 -2.92891 -3.76565  0.111
22 H -1.23376 -2.38758 -3.91796  0.108
23 H -0.58584 -3.59162 -1.92018  0.116
24 H -1.83943 -4.68108 -2.55177  0.114
25 H -4.10964 -2.29120 -1.30616  0.117
26 H -2.91728 -1.57710 -0.19931  0.115
27 C 2.11843 1.86970 -0.45313  -0.173
28 C 2.36491 0.55558 0.25304  -0.165
29 C 0.98346 -0.06761 0.25105  -0.188
30 O 0.31449 0.40887 -0.92621  -0.152
31 C 1.08212 1.48219 -1.48882  -0.196
32 H 3.01654 2.30775 -0.89263  0.091
33 H 1.69245 2.59312 0.24863  0.100
34 H 3.05321 -0.05924 -0.33730  0.113
35 H 2.78091 0.66622 1.25601  0.116
36 H 0.40168 0.25378 1.11989  0.095
37 H 1.01586 -1.15959 0.23832  0.123
38 H 1.55583 1.11082 -2.40496  0.114
39 H 0.41956 2.31067 -1.75045  0.116
40 C -1.59496 3.04918 3.58530  -0.174
41 C -0.94393 4.41108 3.49071  -0.183
42 C 0.45664 4.05988 3.02823  -0.205
43 O 0.34685 2.86812 2.23917  -0.158
44 C -0.96779 2.31836 2.41501  -0.199
45 H -2.68459 3.07831 3.53432  0.116
46 H -1.30880 2.56537 4.52497  0.119
47 H -1.44988 5.01174 2.72748  0.114
48 H -0.95546 4.97033 4.42804  0.112
49 H 1.11252 3.84028 3.87762  0.117
50 H 0.91292 4.85406 2.43203  0.116
51 H -1.52991 2.49233 1.49112  0.125
52 H -0.89703 1.24178 2.58178  0.115
53 C 6.13966 3.93264 -3.60066  -0.182
54 C 6.62665 4.11813 -2.18133  -0.181
55 C 5.34680 4.47959 -1.45367  -0.202
56 O 4.27651 3.81765 -2.14136  -0.161
57 C 4.77509 3.30837 -3.38615  -0.203
58 H 6.79844 3.31579 -4.21439  0.114
59 H 6.03235 4.90804 -4.08690  0.115
60 H 7.01995 3.17107 -1.79750  0.117
61 H 7.40426 4.87710 -2.07859  0.113
62 H 5.15625 5.55738 -1.49569  0.117
63 H 5.35785 4.16842 -0.40638  0.119
64 H 4.84690 2.21880 -3.29755  0.120
65 H 4.07327 3.54709 -4.18829  0.119



2 unconnected molecules or ions with the total composition C20H37ClF4IN2O5S in a non-equilibrium geometry, computed with ωB97M-V/def2-TZVPD.

The value obtained for the largest force on an atom is 1.27 eV/Å. The calculation puts the HOMO energy at -10.77 eV. The molar mass comes out at 655.941 g/mol. For the electronic energy, the calculation gives -2825.08713 Eh. For the frontier orbital gap, the calculation gives 7.74 eV. The LUMO energy comes out at -3.031 eV. Its net charge is +1.

Each line ends with the Löwdin charge.
Atoms and positions in Å:
1 C -1.09559 -6.35344 0.18710  -0.088
2 C -1.81709 -5.00807 0.20066  -0.271
3 C -0.84005 -3.83236 0.45998  -0.644
4 Cl -1.25410 -3.07440 2.01829  0.773
5 N -0.67279 -2.92873 -0.67020  -0.113
6 C -0.06761 -3.67948 -1.74776  -0.147
7 C 0.37064 -2.92809 -3.00816  -0.056
8 N 0.16615 -1.44953 -2.96667  -0.041
9 C 1.42417 -0.69735 -2.63926  -0.065
10 C 2.27122 -1.33510 -1.52651  -0.068
11 C 3.05939 -0.29817 -0.79982  -0.218
12 F 3.38256 0.78953 -1.51693  0.100
13 C 3.49552 -0.38500 0.43744  -0.378
14 F 3.26189 -1.41120 1.20202  0.179
15 F 4.17532 0.52534 1.03399  0.214
16 C -1.14948 -1.19810 -2.25817  -0.177
17 S -1.80816 0.36329 -2.88271  0.644
18 O -0.78995 1.34410 -2.94053  -0.235
19 O -3.11488 0.59370 -2.42228  -0.217
20 F -1.90954 -0.23206 -4.34054  -0.137
21 C -1.28635 -1.58245 -0.76663  -0.294
22 C -2.84276 -1.72131 -0.53850  -0.163
23 O -3.36786 -0.68969 0.24112  -0.269
24 C -4.21850 -1.06919 1.31361  -0.071
25 C -0.65880 -0.63150 0.30608  -0.199
26 C -0.29906 0.84770 0.13381  -0.701
27 C 0.59685 1.25496 1.33505  -0.168
28 I -1.96308 2.21624 0.24563  1.032
29 H -1.76344 -7.16025 -0.09698  0.083
30 H -0.67940 -6.55804 1.17334  0.086
31 H -0.24838 -6.32494 -0.50006  0.068
32 H -2.31944 -4.85618 -0.75720  0.104
33 H -2.59886 -5.01970 0.95474  0.094
34 H 0.13744 -4.27986 0.65420  0.101
35 H 0.83269 -4.16225 -1.34841  0.130
36 H -0.68280 -4.51557 -2.09739  0.123
37 H -0.20142 -3.28036 -3.86489  0.146
38 H 1.40883 -3.14229 -3.24264  0.137
39 H -0.04247 -1.19400 -3.93282  0.163
40 H 1.25345 0.36482 -2.53440  0.113
41 H 2.01706 -0.78556 -3.55068  0.152
42 H 1.68289 -1.93975 -0.83985  0.110
43 H 2.98248 -2.01961 -1.99675  0.136
44 H -1.80570 -1.91034 -2.76368  0.147
45 H -3.06120 -2.69202 -0.09795  0.106
46 H -3.36973 -1.69841 -1.49792  0.127
47 H -4.86550 -0.21951 1.51820  0.096
48 H -3.64205 -1.27755 2.21384  0.074
49 H -4.85159 -1.91549 1.04830  0.097
50 H 0.26445 -1.12261 0.61224  0.089
51 H -1.27400 -0.66684 1.19666  0.071
52 H 0.25819 1.09950 -0.76009  0.042
53 H 0.00689 1.61932 2.17068  0.052
54 H 1.17245 0.40739 1.70353  0.068
55 H 1.26607 2.06087 1.04785  0.068
56 C 2.31358 7.54005 1.61588  -0.108
57 O 1.62645 7.24795 2.81889  -0.186
58 C 0.38144 6.60081 2.62339  -0.204
59 C 0.47477 5.11557 2.88486  -0.202
60 O 1.30666 4.46033 1.93723  -0.222
61 C 2.60619 4.18281 2.42665  -0.113
62 H 3.32816 7.83033 1.88205  0.090
63 H 2.35373 6.67221 0.95273  0.082
64 H 1.83734 8.37365 1.08926  0.090
65 H 0.00658 6.78196 1.61124  0.128
66 H -0.33011 7.03657 3.33125  0.128
67 H -0.52534 4.67778 2.79814  0.115
68 H 0.83730 4.93490 3.90122  0.129
69 H 2.58317 3.35612 3.14744  0.089
70 H 3.05352 5.05822 2.90142  0.088
71 H 3.22165 3.89037 1.57640  0.087



3 unconnected molecules or ions with the total composition C20H37F2N8O8 in a non-equilibrium geometry, computed with ωB97M-V/def2-TZVPD.

The value obtained for the largest force on an atom is 6.58 eV/Å. The calculation puts the HOMO energy at -11.51 eV. The molar mass comes out at 555.560 g/mol. For the electronic energy, the calculation gives -2023.51610 Eh. For the frontier orbital gap, the calculation gives 8.76 eV. The LUMO energy comes out at -2.747 eV. Its net charge is +1.

Each line ends with the Löwdin charge.
Atoms and positions in Å:
1 C -1.01019 -3.32309 1.57237  -0.092
2 C 0.39955 -2.64287 1.12129  -0.220
3 N 0.33839 -2.50941 -0.36849  -0.002
4 N 0.78125 -1.23703 -0.80356  -0.078
5 C 2.11880 -1.21228 -1.42790  -0.155
6 O 3.24304 -1.08787 -0.53523  -0.150
7 C 2.96197 -0.33487 0.66175  -0.098
8 C -0.09485 -0.23857 -0.64059  -0.179
9 N -1.43638 -0.31423 -0.05321  0.172
10 C -2.06519 0.98565 -0.07094  -0.096
11 C -3.52604 1.35238 0.43362  -0.091
12 C -4.46260 0.06210 0.08134  -0.214
13 C -6.01978 0.48071 0.01925  -0.185
14 C -6.64944 -0.32178 -1.24825  -0.290
15 N -8.12076 -0.04905 -1.26416  -0.032
16 N -1.02818 1.79102 -0.65328  -0.137
17 N -1.35263 3.13329 -0.75815  0.127
18 N 0.11997 1.13080 -1.01506  0.037
19 C 1.21722 1.92084 -1.60124  -0.030
20 C 1.12166 2.19969 -3.17745  -0.322
21 O 1.93281 3.04503 -3.64681  0.092
22 N 0.19668 1.56071 -4.13310  -0.185
23 C -1.23191 1.89646 -3.87408  -0.090
24 C 0.42466 0.09766 -4.27498  -0.088
25 H -1.24156 -3.06642 2.67180  0.087
26 H -1.02677 -4.45214 1.37498  0.082
27 H -1.89875 -2.89308 0.97062  0.059
28 H 1.25345 -3.35266 1.42138  0.107
29 H 0.47598 -1.65613 1.68783  0.105
30 H -0.60763 -2.66897 -0.74154  0.118
31 H 2.24322 -2.24703 -1.92833  0.165
32 H 2.22001 -0.47310 -2.31107  0.122
33 H 3.97155 0.10432 1.01467  0.111
34 H 2.56980 -0.94793 1.54073  0.071
35 H 2.26119 0.55654 0.53165  0.077
36 H -3.88305 2.30058 -0.10438  0.122
37 H -3.48607 1.45867 1.56889  0.135
38 H -4.11176 -0.26937 -0.96825  0.103
39 H -4.23151 -0.80887 0.77717  0.114
40 H -6.49439 0.15718 1.00989  0.118
41 H -6.04305 1.61802 -0.13353  0.111
42 H -6.09246 0.06581 -2.16616  0.114
43 H -6.38079 -1.43328 -1.14167  0.118
44 H -8.38905 0.05724 -2.25277  0.067
45 H -8.55713 -0.89011 -0.84872  0.075
46 H -1.03857 3.55304 -1.64368  0.094
47 H -0.96328 3.69289 0.01950  0.128
48 H 2.27142 1.49984 -1.40491  0.141
49 H 1.21925 2.95637 -1.09116  0.133
50 H -1.79595 1.67965 -4.85884  0.115
51 H -1.35383 3.01520 -3.68933  0.101
52 H -1.73656 1.23463 -3.08033  0.087
53 H 0.16660 -0.51804 -3.34557  0.073
54 H 1.47469 -0.18894 -4.61624  0.110
55 H -0.29305 -0.25991 -5.10720  0.115
56 C 4.12147 -4.76483 4.74014  -0.057
57 C 3.63563 -5.32476 3.44175  -0.316
58 O 2.56041 -4.46879 3.10515  0.124
59 C 2.86606 -3.26519 3.66314  -0.515
60 O 2.33235 -2.23237 3.36973  0.132
61 O 3.85612 -3.37559 4.58916  0.088
62 F 3.15473 -6.57859 3.60189  0.088
63 H 3.56561 -5.14932 5.59965  0.153
64 H 5.18482 -4.94675 4.90050  0.148
65 H 4.37939 -5.31331 2.63985  0.180
66 C 3.98204 3.43277 0.70199  -0.057
67 C 4.11894 4.02992 2.06692  -0.315
68 O 3.39984 5.24330 1.96194  0.157
69 C 2.43955 5.01762 1.02578  -0.526
70 O 1.48089 5.71298 0.86241  0.172
71 O 2.69812 3.89275 0.29756  0.026
72 F 5.41049 4.31669 2.34380  0.094
73 H 4.73677 3.80149 0.00195  0.157
74 H 4.02211 2.34276 0.71814  0.113
75 H 3.69466 3.41995 2.86998  0.180